# 1
Here is an isolated ion of composition C7H11ClNO and charge +1 in a non-equilibrium geometry from OMol25. Energies are from ωB97M-V with the def2-TZVPD basis set.

Computed properties:
Net charge: +1
Multiplicity: 3
HOMO energy (spin up / spin down) (eV): -9.94 / -13.41
Kohn-Sham gap (spin up / spin down) (eV): 6.9 / 7.4

Geometry as XYZ:
```
21
C7H11ClNO ωB97M-V with the def2-TZVPD basis set
C -0.184 -2.553 0.269
C 0.985 -1.936 0.076
C -1.244 -1.680 0.596
C 1.122 -0.395 0.116
C -1.604 -0.859 -0.406
C 0.365 0.635 -0.386
C 0.917 2.361 1.322
N -0.217 0.799 -1.690
O 0.244 1.909 0.161
Cl -2.826 0.395 -0.239
H -0.374 -3.671 0.242
H 1.933 -2.474 -0.182
H -1.738 -1.619 1.593
H 1.803 -0.050 0.943
H -1.410 -1.186 -1.422
H 0.250 2.431 2.168
H 1.224 3.363 1.090
H 2.013 1.943 1.387
H -0.224 -0.111 -2.161
H 0.281 1.589 -2.108
H -1.316 1.111 -1.370
```



# 2
Here is one molecule with the formula C7H11ClOSi in a non-equilibrium geometry from OMol25. Energies are from ωB97M-V with the def2-TZVPD basis set.

Computed properties:
Net charge: 0
HOMO energy (eV): -8.60
Energy relative to the best compared isomer or geometry (same formula, charge and spin) (kcal/mol): 0.00
Kohn-Sham gap (eV): 9.4

Geometry as XYZ:
```
21
C7H11ClOSi ωB97M-V with the def2-TZVPD basis set
C -2.178 1.150 0.262
Si -0.952 -0.318 0.012
C -1.031 -1.872 1.239
C -1.123 -0.988 -1.715
C 0.843 0.370 0.137
C 1.364 1.601 -0.007
C 2.759 1.535 -0.031
C 3.091 0.238 0.104
Cl 4.580 -0.567 0.232
O 2.029 -0.608 0.070
H -1.430 1.893 0.252
H -2.971 1.478 -0.408
H -2.578 1.186 1.239
H -0.385 -2.619 0.881
H -0.854 -1.681 2.350
H -2.001 -2.366 1.242
H -0.491 -1.822 -1.718
H -2.182 -1.364 -1.900
H -0.864 -0.201 -2.472
H 0.983 2.597 0.086
H 3.392 2.359 0.144
```



# 3
Here is an isolated ion of composition C7H11F3N3 and charge +1 in a non-equilibrium geometry from OMol25. Energies are from ωB97M-V with the def2-TZVPD basis set.

Computed properties:
Net charge: +1
HOMO energy (eV): -13.33
Energy relative to the best compared isomer or geometry (same formula, charge and spin) (kcal/mol): 36.22
Kohn-Sham gap (eV): 9.2

Geometry as XYZ:
```
24
C7H11F3N3 ωB97M-V with the def2-TZVPD basis set
C 1.022 -2.990 -0.108
N 0.905 -1.742 0.576
C 0.855 -0.612 -0.016
N 0.945 0.536 0.624
C 0.537 1.802 0.024
C 0.915 2.886 0.907
N -0.167 1.831 -0.994
C -0.686 0.853 -1.721
C -1.505 -0.136 -1.328
C -2.106 -0.240 0.061
F -1.837 -1.480 0.595
F -1.795 0.654 1.019
F -3.396 -0.166 -0.015
H 0.234 -2.873 -0.959
H 1.986 -3.006 -0.421
H 0.690 -3.787 0.551
H 1.118 -1.613 1.547
H 0.954 -0.743 -1.035
H 0.869 0.675 1.627
H 1.145 3.868 0.514
H 1.663 2.689 1.767
H 0.102 3.259 1.564
H -0.368 1.110 -2.815
H -2.079 -0.778 -1.961
```



# 4
Here is one molecule with the formula C7H11F4NO2 in a non-equilibrium geometry from OMol25. Energies are from ωB97M-V with the def2-TZVPD basis set.

Computed properties:
Net charge: 0
HOMO energy (eV): -9.10
Energy relative to the best compared isomer or geometry (same formula, charge and spin) (kcal/mol): 52.02
Kohn-Sham gap (eV): 9.7

Geometry as XYZ:
```
25
C7H11F4NO2 ωB97M-V with the def2-TZVPD basis set
C 2.004 -1.438 -0.656
C 1.486 -0.024 -0.675
C 1.348 0.723 -2.099
C 2.309 0.917 0.251
N 0.079 0.105 -0.241
C -0.569 -0.309 0.861
F 0.239 -0.425 1.928
O -1.483 -1.395 0.767
C -2.111 -0.158 1.219
O -2.373 -0.071 2.575
C -3.766 0.274 0.651
F -4.321 -0.868 0.306
F -3.815 1.047 -0.445
F -4.476 0.856 1.574
H 2.381 -1.616 0.287
H 1.120 -2.156 -0.791
H 2.699 -1.710 -1.570
H 0.911 1.690 -2.179
H 0.684 -0.023 -2.633
H 2.243 0.700 -2.571
H 2.149 0.852 1.351
H 3.332 0.854 -0.059
H 1.878 1.974 0.006
H -0.440 0.518 -1.037
H -1.508 -0.318 3.178
```



# 5
Here is a 2-piece molecular cluster, C7H11F6N2O2P overall in a non-equilibrium geometry from OMol25. Energies are from ωB97M-V with the def2-TZVPD basis set.

Computed properties:
Net charge: 0
HOMO energy (eV): -10.04
Kohn-Sham gap (eV): 8.9

Geometry as XYZ:
```
29
C7H11F6N2O2P ωB97M-V with the def2-TZVPD basis set
O -4.984 -2.143 2.588
C -4.605 -1.301 1.725
O -5.242 -0.012 1.747
C -3.489 -1.718 0.631
C -2.772 -0.440 -0.029
C -1.679 -0.822 -1.174
C -0.254 -0.890 -0.458
C 0.449 -2.032 0.334
N 1.691 -1.385 0.737
C 1.824 -0.044 0.256
N 0.635 0.279 -0.491
H -4.668 0.652 2.193
H -4.056 -2.284 -0.190
H -2.749 -2.433 1.138
H -2.302 0.205 0.793
H -3.612 0.204 -0.496
H -1.658 0.080 -1.890
H -2.014 -1.790 -1.677
H 0.044 -3.079 0.517
H 2.435 -1.816 1.318
H 2.673 0.724 0.380
H 0.395 1.170 -0.967
F 5.366 4.215 -0.981
P 4.850 2.698 -1.001
F 3.359 3.297 -0.993
F 5.227 1.228 -1.522
F 6.199 2.642 -0.138
F 4.801 2.829 -2.597
F 4.139 1.966 0.245
```



# 6
Here is one molecule with the formula C7H11FN2 in a non-equilibrium geometry from OMol25. Energies are from ωB97M-V with the def2-TZVPD basis set.

Computed properties:
Net charge: 0
HOMO energy (eV): -8.41
Energy relative to the best compared isomer or geometry (same formula, charge and spin) (kcal/mol): 32.54
Kohn-Sham gap (eV): 9.4

Geometry as XYZ:
```
21
C7H11FN2 ωB97M-V with the def2-TZVPD basis set
C 1.349 -0.785 -1.267
C 0.983 0.146 -0.124
C 1.164 -0.460 1.330
N -0.452 0.280 -0.311
C -1.055 1.363 -0.598
C -2.446 1.533 -0.818
C -3.256 0.704 -0.142
N -2.835 -0.107 0.784
C -2.235 -1.172 0.887
F -2.100 -1.975 -0.202
H 2.132 -1.523 -0.906
H 0.546 -1.477 -1.597
H 1.489 -0.267 -2.236
H 1.512 1.113 -0.381
H 2.162 -0.389 1.579
H 0.848 -1.591 1.303
H 0.550 -0.058 2.029
H -0.519 2.262 -1.011
H -2.800 2.242 -1.507
H -4.367 1.029 -0.127
H -1.971 -1.704 1.764
```



# 7
Here is a 2-piece molecular cluster, C7H11FNO7PS overall in a non-equilibrium geometry from OMol25. Energies are from ωB97M-V with the def2-TZVPD basis set.

Computed properties:
Net charge: 0
HOMO energy (eV): -9.96
Kohn-Sham gap (eV): 10.4

Geometry as XYZ:
```
29
C7H11FNO7PS ωB97M-V with the def2-TZVPD basis set
C -0.815 -0.645 0.532
C -1.638 -0.237 -0.235
C -2.513 0.437 -1.200
N -2.905 1.833 -0.814
P -1.628 2.764 -0.157
O -0.420 2.591 -0.951
O -1.469 2.463 1.394
O -2.201 4.259 -0.232
S -4.378 1.795 -0.027
O -4.355 0.956 1.115
O -5.396 1.607 -0.996
F -4.455 3.266 0.446
H -0.077 -0.940 1.239
H -3.432 -0.142 -1.288
H -2.016 0.515 -2.163
H -1.884 3.132 1.953
H -1.447 4.859 -0.135
O 2.335 -0.150 0.982
C 2.736 -1.197 0.573
C 4.143 -1.754 0.675
C 4.123 -2.902 -0.331
C 2.656 -3.313 -0.304
O 1.926 -2.103 -0.038
H 4.298 -2.107 1.695
H 4.873 -0.986 0.438
H 4.799 -3.719 -0.090
H 4.384 -2.528 -1.322
H 2.439 -4.029 0.492
H 2.314 -3.723 -1.251
```



# 8
Here is C7H11I2N2O5STl as an isolated structure in a non-equilibrium geometry from OMol25. Energies are from ωB97M-V with the def2-TZVPD basis set.

Computed properties:
Net charge: -2
HOMO energy (spin up / spin down) (eV): 0.99 / 0.99
Kohn-Sham gap (spin up / spin down) (eV): 3.7 / 3.7

Geometry as XYZ:
```
29
C7H11I2N2O5STl ωB97M-V with the def2-TZVPD basis set
C -0.956 -2.372 1.637
I -0.928 -2.190 -1.862
H -0.591 -2.950 2.512
H -0.147 -2.358 0.865
H -1.834 -2.852 1.231
C 2.959 0.231 -1.366
C 1.075 0.714 -0.323
N 1.613 0.475 -1.551
H 4.088 -0.028 0.500
I -0.071 2.474 0.005
N 1.958 0.209 0.593
H 3.646 0.267 -2.202
Tl -1.583 -0.020 -0.061
C -1.305 -1.002 1.993
O -1.541 -0.256 2.882
C 3.172 0.067 -0.045
C 1.748 0.054 2.044
H 2.701 0.282 2.527
H 1.484 -0.978 2.296
H 0.964 0.730 2.387
C 0.967 0.719 -2.830
H 1.677 0.426 -3.599
H 0.709 1.783 -2.921
H 0.073 0.094 -2.909
O -3.706 2.706 -0.874
S -4.058 1.380 -0.369
O -5.453 0.995 -0.283
O -3.298 0.271 -1.281
O -3.365 1.127 1.004
```



> Look up the net charge of the third one.

+1